Below is a cluster of 9 separate species, C25H28F8O25 in total at a distorted geometry, with properties calculated with wB97M-V/def2-TZVPD.

Bonds (Å) are listed after each position.
Atoms and positions in Å:
1 C -2.92188 -4.62751 0.04497  C2 1.527, O6 1.425, H8 1.089, H9 1.086
2 C -2.68899 -5.38084 -1.26287  C1 1.527, O3 1.416, F7 1.361, H10 1.087
3 O -2.27062 -4.33068 -2.11484  C2 1.416, C4 1.359
4 C -2.79551 -3.16351 -1.65803  O3 1.359, O5 1.192, O6 1.328
5 O -2.90260 -2.15474 -2.28316  C4 1.192
6 O -3.20877 -3.30626 -0.40382  C1 1.425, C4 1.328
7 F -3.85014 -5.91532 -1.73076  C2 1.361
8 H -1.98547 -4.52188 0.59046  C1 1.089
9 H -3.75089 -5.05264 0.60304  C1 1.086
10 H -1.92470 -6.13762 -1.10870  C2 1.087
11 C 0.27235 0.94888 0.30565  C12 1.543, O16 1.422, H18 1.090, H19 1.089
12 C 1.58856 0.23988 0.68877  C11 1.543, O13 1.421, F17 1.358, H20 1.087
13 O 1.23622 -1.13711 0.68976  C12 1.421, C14 1.343
14 C -0.01763 -1.29730 0.23681  O13 1.343, O15 1.193, O16 1.332
15 O -0.58749 -2.33884 0.11479  C14 1.193
16 O -0.61391 -0.12613 0.01965  C11 1.422, C14 1.332
17 F 1.94969 0.58029 1.95330  C12 1.358
18 H 0.44053 1.58037 -0.56650  C11 1.090
19 H -0.18640 1.55757 1.08349  C11 1.089
20 H 2.40980 0.38313 -0.00940  C12 1.087
21 C -1.89701 0.63756 -2.80606  C22 1.521, O26 1.436, H28 1.085, H29 1.089
22 C -1.83437 1.44957 -4.09046  C21 1.521, O23 1.404, F27 1.377, H30 1.089
23 O -3.17721 1.59931 -4.47029  C22 1.404, C24 1.366
24 C -3.99179 1.18549 -3.45482  O23 1.366, O25 1.186, O26 1.339
25 O -5.17014 1.32195 -3.45608  C24 1.186
26 O -3.25724 0.83446 -2.39123  C21 1.436, C24 1.339
27 F -1.18107 0.74412 -5.07640  C22 1.377
28 H -1.27701 1.03059 -2.00647  C21 1.085
29 H -1.73607 -0.43387 -2.91293  C21 1.089
30 H -1.26474 2.37302 -3.99705  C22 1.089
31 C -2.98511 5.42802 -0.00917  C32 1.521, O36 1.433, H38 1.086, H39 1.090
32 C -3.11742 4.16712 -0.84993  C31 1.521, O33 1.424, F37 1.368, H40 1.098
33 O -2.21315 3.32975 -0.13691  C32 1.424, C34 1.359
34 C -2.28932 3.69091 1.17079  O33 1.359, O35 1.191, O36 1.346
35 O -1.86786 3.04159 2.07618  C34 1.191
36 O -2.93130 4.86584 1.30823  C31 1.433, C34 1.346
37 F -2.68197 4.40042 -2.12615  C32 1.368
38 H -3.85647 6.07001 -0.10397  C31 1.086
39 H -2.05842 5.96774 -0.20434  C31 1.090
40 H -4.12772 3.74430 -0.92963  C32 1.098
41 C -3.37008 -0.35909 0.74779  C42 1.519, O46 1.416, H48 1.089, H49 1.087
42 C -4.85795 -0.61551 0.91235  C41 1.519, O43 1.412, F47 1.373, H50 1.087
43 O -5.44196 0.65200 0.69749  C42 1.412, C44 1.357
44 C -4.48081 1.59374 0.52094  O43 1.357, O45 1.208, O46 1.323
45 O -4.71225 2.74039 0.22113  C44 1.208
46 O -3.28124 1.05008 0.64253  C41 1.416, C44 1.323
47 F -5.17989 -0.97631 2.19778  C42 1.373
48 H -3.02980 -0.78230 -0.19623  C41 1.089
49 H -2.76649 -0.76195 1.55702  C41 1.087
50 H -5.26089 -1.35256 0.22208  C42 1.087
51 C 2.90625 5.23619 -1.86314  C52 1.506, O56 1.430, H58 1.086, H59 1.093
52 C 1.68299 6.11161 -1.79246  C51 1.506, O53 1.397, F57 1.364, H60 1.093
53 O 0.66950 5.29545 -2.30162  C52 1.397, C54 1.359
54 C 1.04308 3.99674 -2.15336  O53 1.359, O55 1.184, O56 1.356
55 O 0.32749 3.05551 -2.22403  C54 1.184
56 O 2.34458 3.92322 -1.78016  C51 1.430, C54 1.356
57 F 1.86123 7.24353 -2.53154  C52 1.364
58 H 3.66886 5.47529 -1.12715  C51 1.086
59 H 3.39871 5.27170 -2.83842  C51 1.093
60 H 1.49320 6.48600 -0.78367  C52 1.093
61 C 5.75510 -2.66895 -1.21829  C62 1.539, O66 1.427, H68 1.091, H69 1.085
62 C 6.88930 -2.67265 -0.17852  C61 1.539, O63 1.387, F67 1.370, H70 1.088
63 O 6.40935 -1.87591 0.85021  C62 1.387, C64 1.361
64 C 5.35194 -1.14330 0.40553  O63 1.361, O65 1.185, O66 1.341
65 O 4.78977 -0.34371 1.07494  C64 1.185
66 O 5.02874 -1.49829 -0.84711  C61 1.427, C64 1.341
67 F 8.00309 -2.10933 -0.74276  C62 1.370
68 H 5.07896 -3.51216 -1.06833  C61 1.091
69 H 6.15495 -2.67787 -2.22686  C61 1.085
70 H 7.12734 -3.69382 0.11204  C62 1.088
71 C 2.48706 -0.08872 5.19992  C72 1.534, O76 1.424, H78 1.094, H79 1.086
72 C 2.61880 -1.55346 5.63571  C71 1.534, O73 1.385, F77 1.390, H80 1.087
73 O 3.96411 -1.85545 5.50787  C72 1.385, C74 1.371
74 C 4.60705 -0.81942 4.88014  O73 1.371, O75 1.185, O76 1.326
75 O 5.76648 -0.81505 4.63384  C74 1.185
76 O 3.73841 0.12854 4.55685  C71 1.424, C74 1.326
77 F 1.88301 -2.31327 4.73389  C72 1.390
78 H 2.32874 0.57500 6.05502  C71 1.094
79 H 1.68411 0.17077 4.51567  C71 1.086
80 H 2.19746 -1.78923 6.60915  C72 1.087
81 C 1.28375 -5.56050 0.29033  O82 1.417, H83 1.094, H84 1.087, H85 1.094
82 O 0.01612 -6.18843 0.36472  C81 1.417, H86 0.961
83 H 2.07197 -6.05507 0.86607  C81 1.094
84 H 1.55955 -5.54986 -0.76155  C81 1.087
85 H 1.27267 -4.52915 0.65412  C81 1.094
86 H -0.35913 -6.09208 1.24415  O82 0.961

orbital gap = 11.00 eV
energy relative to the best compared isomer or geometry (same formula, charge and spin) = 25.7 kcal per mole
total charge = 0
HOMO energy = -10.846 eV
F_max = 3.269 eV Å⁻¹
structure (SMILES) = O=C1OC[C@@H](F)O1.O=C1OC[C@@H](F)O1.O=C1OC[C@@H](F)O1.O=C1OC[C@@H](F)O1.O=C1OC[C@@H](F)O1.O=C1OC[C@@H](F)O1.O=C1OC[C@@H](F)O1.O=C1OC[C@@H](F)O1.CO
calculated total energy = -99307.2032 eV

Okay, here come the Löwdin numbers, in e, for every atom:
1. C -0.041
2. C -0.288
3. O 0.149
4. C -0.558
5. O 0.166
6. O 0.052
7. F 0.073
8. H 0.117
9. H 0.146
10. H 0.150
11. C -0.016
12. C -0.258
13. O 0.150
14. C -0.541
15. O 0.172
16. O 0.053
17. F 0.073
18. H 0.107
19. H 0.131
20. H 0.161
21. C -0.034
22. C -0.283
23. O 0.145
24. C -0.543
25. O 0.179
26. O 0.060
27. F 0.045
28. H 0.106
29. H 0.120
30. H 0.148
31. C -0.033
32. C -0.294
33. O 0.097
34. C -0.572
35. O 0.163
36. O 0.081
37. F 0.058
38. H 0.144
39. H 0.138
40. H 0.139
41. C -0.045
42. C -0.261
43. O 0.160
44. C -0.485
45. O 0.124
46. O 0.075
47. F 0.055
48. H 0.104
49. H 0.151
50. H 0.168
51. C -0.048
52. C -0.320
53. O 0.153
54. C -0.516
55. O 0.166
56. O 0.078
57. F 0.069
58. H 0.144
59. H 0.147
60. H 0.174
61. C -0.042
62. C -0.308
63. O 0.151
64. C -0.539
65. O 0.189
66. O 0.078
67. F 0.058
68. H 0.137
69. H 0.140
70. H 0.167
71. C -0.045
72. C -0.289
73. O 0.139
74. C -0.553
75. O 0.186
76. O 0.087
77. F 0.027
78. H 0.136
79. H 0.129
80. H 0.164
81. C -0.147
82. O -0.125
83. H 0.076
84. H 0.083
85. H 0.069
86. H 0.079